{
  "formula": "C4H12NO3",
  "method": "wB97M-V/def2-TZVPD",
  "gap_ev": 11.573,
  "total_energy_ev": -11966.370,
  "total_charge": 1,
  "de_lowest_kcal_mol": 74.4,
  "species": ["C", "C", "C", "C", "N", "O", "O", "O", "H", "H", "H", "H", "H", "H", "H", "H", "H", "H", "H", "H"],
  "coordinates": [[-1.858, -0.358, 0.929], [1.828, -1.234, 0.452], [-1.152, 0.290, -0.290], [0.230, 0.725, 0.022], [1.167, -0.279, -0.572], [-1.163, -0.494, -1.417], [0.659, 2.085, -1.118], [0.426, 1.309, 1.184], [-2.206, 0.325, 1.608], [-1.256, -0.991, 1.548], [-2.627, -0.993, 0.470], [1.986, -2.128, -0.047], [2.868, -0.775, 0.815], [1.213, -1.311, 1.330], [-1.729, 1.201, -0.398], [0.527, -0.640, -1.346], [1.900, 0.247, -1.081], [-2.106, -0.780, -1.547], [0.004, 2.167, -1.825], [1.287, 1.634, 1.283]],
  "forces_ev_per_a": [[0.942, -2.053, -2.089], [1.633, 2.973, 0.511], [-1.614, 1.145, 2.893], [1.143, 3.807, -3.751], [1.060, 0.604, 0.460], [-1.321, -0.874, -1.030], [-0.483, -2.975, 2.071], [-2.074, -2.063, -0.014], [-1.342, 1.964, 1.220], [0.742, -0.748, -0.007], [-0.230, 0.296, 0.610], [0.324, -1.794, -0.658], [-2.345, -0.883, -1.088], [-0.426, -0.203, 0.077], [0.022, 0.457, -0.553], [0.868, -0.701, 0.908], [-0.396, -0.032, 0.354], [1.410, 0.161, -0.221], [-0.094, -0.170, 0.138], [2.181, 1.089, 0.168]]
}


{
  "formula": "C5H10O",
  "method": "wB97M-V/def2-TZVPD",
  "gap_ev": [8.182, 8.496],
  "total_energy_ev": -7389.435,
  "total_charge": 0,
  "de_lowest_kcal_mol": 122.9,
  "species": ["C", "C", "O", "C", "C", "C", "H", "H", "H", "H", "H", "H", "H", "H", "H", "H"],
  "coordinates": [[-1.882, 1.621, -0.295], [-0.759, 1.225, 0.614], [-0.456, -0.118, 0.716], [0.516, -0.132, -0.303], [1.754, -0.988, 0.171], [1.087, -2.249, 0.074], [-1.920, 2.711, -0.400], [-2.854, 1.292, 0.107], [-1.780, 1.182, -1.295], [0.701, 1.051, -0.339], [-0.676, 1.759, 1.565], [0.109, -0.459, -1.270], [2.568, -0.827, -0.542], [2.025, -0.644, 1.172], [1.089, -2.801, -0.861], [0.477, -2.623, 0.888]],
  "forces_ev_per_a": [[0.072, 0.007, -0.055], [-1.865, 0.683, 1.354], [-0.264, 0.264, -0.146], [1.637, 1.598, -0.242], [-0.832, 1.585, -0.694], [0.176, -2.170, 0.327], [0.011, -0.149, 0.015], [0.175, 0.011, -0.037], [0.017, 0.056, 0.138], [0.659, -1.671, -0.673], [0.083, -0.049, -0.167], [0.147, -0.026, 0.190], [-0.044, -0.125, 0.145], [0.003, -0.153, -0.135], [-0.027, 0.075, 0.142], [0.053, 0.064, -0.161]]
}


{
  "formula": "C20H23ClN2O2",
  "method": "wB97M-V/def2-TZVPD",
  "gap_ev": 9.124,
  "total_energy_ev": -40711.703,
  "total_charge": 0,
  "smiles": "CC(=O)[C@H](Cc1ccccc1)NC(=O)CN(C)Cc1ccccc1Cl",
  "de_lowest_kcal_mol": 26.8,
  "species": ["C", "C", "O", "C", "C", "C", "C", "C", "C", "C", "C", "N", "C", "O", "C", "N", "C", "C", "C", "C", "C", "C", "C", "C", "Cl", "H", "H", "H", "H", "H", "H", "H", "H", "H", "H", "H", "H", "H", "H", "H", "H", "H", "H", "H", "H", "H", "H", "H"],
  "coordinates": [[4.412, -1.150, -0.046], [3.043, -0.721, -0.498], [2.642, -0.872, -1.623], [2.166, -0.080, 0.581], [1.852, -1.079, 1.713], [0.812, -0.490, 2.625], [-0.531, -0.800, 2.457], [-1.494, -0.212, 3.257], [-1.124, 0.694, 4.236], [0.213, 1.006, 4.412], [1.174, 0.420, 3.609], [0.940, 0.403, -0.002], [0.800, 1.678, -0.424], [1.647, 2.528, -0.237], [-0.522, 1.950, -1.144], [-0.562, 1.523, -2.536], [0.501, 2.117, -3.322], [-0.609, 0.078, -2.734], [-1.812, -0.525, -2.062], [-3.043, 0.114, -2.187], [-4.182, -0.388, -1.587], [-4.114, -1.556, -0.845], [-2.907, -2.216, -0.713], [-1.772, -1.700, -1.319], [-0.280, -2.584, -1.129], [5.053, -1.307, -0.910], [4.324, -2.092, 0.493], [4.851, -0.411, 0.618], [2.687, 0.800, 0.977], [1.479, -2.005, 1.271], [2.766, -1.295, 2.266], [-0.827, -1.512, 1.699], [-2.536, -0.461, 3.113], [-1.875, 1.155, 4.860], [0.507, 1.712, 5.175], [2.216, 0.671, 3.747], [0.249, -0.291, -0.237], [-1.339, 1.464, -0.605], [-0.686, 3.031, -1.133], [0.529, 3.187, -3.129], [1.490, 1.697, -3.093], [0.290, 1.954, -4.379], [0.321, -0.421, -2.426], [-0.712, -0.080, -3.814], [-3.078, 1.026, -2.761], [-5.123, 0.129, -1.698], [-4.998, -1.957, -0.372], [-2.839, -3.130, -0.144]],
  "forces_ev_per_a": [[0.038, -0.092, -0.294], [0.099, 0.195, 0.302], [0.081, -0.080, -0.126], [-0.274, 0.172, -0.294], [-0.008, 0.241, -0.064], [0.073, -0.149, 0.111], [0.041, -0.026, 0.090], [-0.094, -0.008, -0.015], [-0.066, 0.056, 0.062], [-0.005, 0.086, 0.061], [-0.016, -0.079, -0.049], [0.266, -0.355, 0.204], [-0.458, -0.059, -0.055], [0.255, 0.306, -0.056], [-0.011, 0.247, -0.041], [-0.076, -0.095, 0.103], [0.004, 0.012, -0.096], [0.149, 0.018, -0.183], [0.082, -0.122, 0.024], [-0.060, -0.108, 0.053], [-0.020, 0.061, -0.055], [0.044, -0.055, 0.038], [-0.035, -0.051, 0.072], [-0.150, 0.118, -0.080], [0.030, -0.138, -0.007], [0.003, -0.003, -0.017], [0.024, -0.075, 0.111], [0.048, 0.056, 0.129], [-0.012, -0.166, -0.010], [0.044, -0.064, 0.044], [0.007, -0.089, -0.024], [-0.016, -0.101, -0.116], [-0.087, -0.021, -0.009], [-0.058, 0.034, 0.054], [0.024, 0.057, 0.064], [0.133, 0.030, 0.012], [-0.042, 0.148, -0.038], [0.034, 0.073, 0.026], [0.060, -0.114, 0.131], [0.052, 0.064, -0.026], [0.035, 0.022, 0.003], [0.052, 0.004, -0.051], [-0.134, 0.047, -0.072], [0.077, -0.043, 0.064], [0.000, 0.123, -0.052], [-0.085, 0.052, -0.013], [-0.075, -0.042, 0.048], [0.029, -0.085, 0.038]]
}


{
  "formula": "C5H13N3O",
  "method": "wB97M-V/def2-TZVPD",
  "gap_ev": 10.085,
  "total_energy_ev": -11909.913,
  "total_charge": 0,
  "de_lowest_kcal_mol": 108.5,
  "species": ["C", "C", "C", "C", "N", "N", "C", "O", "N", "H", "H", "H", "H", "H", "H", "H", "H", "H", "H", "H", "H", "H"],
  "coordinates": [[-1.604, -0.341, 0.517], [-0.266, -0.931, -2.865], [-0.091, -0.421, 2.355], [1.118, 2.222, 0.334], [-1.027, 0.184, 1.732], [-0.149, 2.293, 0.404], [-0.676, -0.944, -0.512], [-1.067, -0.559, -1.757], [0.264, -1.727, -0.217], [-0.525, 2.300, 1.352], [0.869, -2.005, -0.985], [-2.148, 0.482, 0.046], [-2.344, -1.102, 0.797], [0.752, -0.537, -2.781], [-0.222, -2.020, -2.970], [-0.752, -0.506, -3.740], [1.658, 0.046, 1.349], [0.314, -1.389, 2.058], [0.196, -0.013, 3.318], [1.804, 2.226, 1.194], [1.565, 2.357, -0.640], [2.331, 0.386, 1.011]],
  "forces_ev_per_a": [[-0.365, -0.048, -0.277], [0.030, -0.258, 0.022], [-1.507, -0.215, -0.104], [-0.878, 1.398, 0.671], [0.788, -0.530, 1.080], [0.586, 0.276, -0.379], [-0.234, -0.046, -0.531], [0.071, 0.307, 0.239], [0.456, 0.011, 0.245], [0.321, -0.189, -0.056], [-0.255, -0.020, -0.130], [0.109, -0.227, -0.043], [0.063, 0.053, -0.057], [-0.104, 0.027, 0.052], [0.001, 0.050, -0.007], [0.055, -0.007, 0.053], [2.328, 0.750, -1.104], [0.079, 0.153, -0.076], [0.251, 0.190, -0.012], [-0.370, 0.162, -0.280], [0.281, -0.465, -0.358], [-1.708, -1.372, 1.053]]
}


We obtain M values of 122.1; 86.1; 358.9; 131.2 Da for the records listed above, in that order.